(1)
Computed, not measured: a structure of composition C30H22N3O3PPdS, with ωB97M-V/def2-TZVPD.

## Properties
- HOMO level (alpha / beta): -0.276 / -0.295 Ha
- Spin multiplicity: 3
- Relative energy (zero: lowest compared OMol25 entry of this formula, charge and spin): 0.236 eV

```
61
Properties=species:S:1:pos:R:3:lowdin_spin:R:1
Pd -0.594 -1.432 -0.154 1.280
O 1.648 -1.500 -0.534 0.103
N 2.307 -0.980 0.502 0.007
C 3.466 -0.339 0.226 0.005
C 4.225 0.218 1.217 0.003
C 3.772 0.122 2.533 0.003
C 2.598 -0.541 2.796 0.008
C 1.838 -1.131 1.774 0.023
S 0.384 -2.019 2.037 0.188
H 3.707 -0.311 -0.824 0.001
H 5.144 0.726 0.959 0.000
H 4.338 0.569 3.341 0.000
H 2.213 -0.629 3.804 0.002
O -2.831 -1.333 0.508 0.093
C -2.866 -0.784 -0.642 0.009
O -2.469 -1.324 -1.705 0.062
C -3.221 0.674 -0.741 0.001
C -4.528 1.104 -0.925 0.000
C -4.790 2.452 -1.107 0.000
C -3.754 3.381 -1.104 0.001
C -2.451 2.955 -0.900 0.003
C -2.177 1.602 -0.713 0.009
P -0.505 0.999 -0.273 0.073
C -0.227 1.852 1.318 0.006
C -0.700 1.204 2.459 0.002
C -0.589 1.809 3.704 0.000
C -0.007 3.065 3.825 0.002
C 0.442 3.729 2.691 0.000
C 0.326 3.127 1.444 0.004
C 0.594 1.738 -1.510 0.013
C 0.148 1.760 -2.833 0.011
C 0.982 2.209 -3.847 -0.001
C 2.273 2.631 -3.553 0.011
C 2.730 2.594 -2.244 -0.001
C 1.897 2.143 -1.227 0.010
H -5.335 0.381 -0.937 0.000
H -5.810 2.784 -1.256 0.000
H -3.964 4.433 -1.251 0.000
H -1.644 3.681 -0.876 0.000
H -1.155 0.229 2.376 -0.001
H -0.957 1.292 4.583 0.000
H 0.085 3.532 4.799 0.000
H 0.875 4.719 2.774 0.000
H 0.653 3.671 0.568 0.000
H -0.855 1.425 -3.069 0.000
H 0.623 2.226 -4.868 0.000
H 2.921 2.986 -4.345 0.001
H 3.738 2.918 -2.010 0.000
H 2.271 2.105 -0.214 0.000
N -0.050 -8.973 -0.408 0.000
C -0.173 -7.831 -0.459 0.000
C -0.322 -6.385 -0.521 0.001
C 0.654 -5.613 -1.129 0.002
C 0.484 -4.240 -1.149 0.006
N -0.584 -3.648 -0.622 0.054
C -1.526 -4.395 -0.044 0.004
C -1.436 -5.773 0.030 0.001
H 1.533 -6.067 -1.564 0.000
H 1.230 -3.589 -1.580 0.001
H -2.372 -3.853 0.359 0.000
H -2.212 -6.354 0.510 0.000
```

(2)
Computed, not measured: a structure of composition C37H33CuF3N3O3SeTe at a distorted geometry, with ωB97M-V/def2-TZVPD.

## Properties
- Net charge: -1
- HOMO level (alpha / beta): -0.147 / -0.136 Ha
- Spin multiplicity: 2

```
82
Properties=species:S:1:pos:R:3:lowdin_spin:R:1
Cu -0.532 -1.551 -1.198 0.189
C -1.323 5.190 -0.418 0.000
C -1.293 3.700 -0.184 0.000
C -2.356 3.023 0.378 0.000
C -2.356 1.638 0.587 0.000
C -3.539 1.002 1.185 0.000
O -3.783 -0.195 1.187 0.000
C -4.566 1.887 1.885 0.000
C -5.905 1.760 1.538 0.000
C -6.878 2.483 2.213 0.000
C -6.522 3.317 3.267 0.000
C -5.188 3.430 3.633 0.000
C -4.215 2.722 2.939 0.000
C -1.231 0.845 0.175 0.004
O -1.214 -0.391 0.344 0.007
C -0.095 1.562 -0.388 0.002
C -0.174 2.938 -0.538 0.000
C 1.150 0.886 -0.860 0.000
N 1.265 -0.385 -1.017 0.001
C 2.503 -0.964 -1.527 0.000
C 3.427 -1.295 -0.379 0.000
Te 2.418 -2.354 1.177 0.000
C 1.906 -0.609 2.223 0.000
C 2.826 0.034 3.047 0.000
C 2.470 1.206 3.703 0.000
C 1.200 1.745 3.528 0.000
C 0.282 1.107 2.703 0.000
C 0.625 -0.077 2.058 0.000
C 2.306 1.806 -1.166 0.000
C 3.094 2.289 -0.130 0.000
C 4.201 3.083 -0.401 0.000
C 4.519 3.411 -1.713 0.000
C 3.718 2.951 -2.750 0.000
C 2.616 2.151 -2.477 0.000
H -2.302 5.601 -0.167 0.000
H -1.119 5.438 -1.462 0.000
H -0.579 5.713 0.189 0.000
H -3.239 3.592 0.646 0.000
H -6.173 1.091 0.730 0.000
H -7.918 2.390 1.923 0.000
H -7.282 3.875 3.801 0.000
H -4.904 4.071 4.459 0.000
H -3.171 2.817 3.214 0.000
H 0.674 3.463 -0.963 0.000
H 3.024 -0.304 -2.224 0.000
H 2.248 -1.869 -2.081 0.000
H 3.840 -0.392 0.071 0.000
H 4.258 -1.921 -0.706 0.000
H 3.819 -0.379 3.173 0.000
H 3.187 1.702 4.347 0.000
H 0.929 2.665 4.031 0.000
H -0.699 1.536 2.540 0.000
H -0.082 -0.560 1.387 0.000
H 2.833 2.046 0.891 0.000
H 4.814 3.444 0.416 0.000
H 5.386 4.024 -1.926 0.000
H 3.949 3.216 -3.774 0.000
H 1.985 1.788 -3.282 0.000
Se -1.435 -1.206 -3.259 0.756
C -2.498 -3.329 1.961 0.000
C -2.038 -3.101 0.550 0.000
N -2.998 -2.867 -0.374 -0.001
O -0.835 -3.136 0.280 0.004
H -3.569 -3.515 2.032 0.000
H -2.258 -2.428 2.527 0.000
H -1.942 -4.164 2.384 0.000
H -3.866 -2.473 -0.042 0.000
H -2.673 -2.519 -1.281 0.001
F 4.972 -5.584 -2.873 0.000
C 3.946 -5.937 -3.668 0.000
F 3.905 -7.282 -3.658 0.000
F 4.270 -5.566 -4.916 0.000
C 2.647 -5.339 -3.203 0.000
C 1.810 -4.669 -4.076 0.001
C 0.600 -4.192 -3.584 0.015
N 0.212 -4.362 -2.325 0.001
C 1.035 -4.998 -1.492 0.000
C 2.264 -5.506 -1.881 0.000
H 2.090 -4.505 -5.106 0.000
H -0.077 -3.626 -4.215 0.022
H 0.694 -5.077 -0.466 0.000
H 2.906 -6.012 -1.172 0.000
```

- The highest spin multiplicity belongs to which entry?
  C30H22N3O3PPdS

- Look up the spin multiplicity of the first one.
  3

- Which of these has the lowest spin multiplicity?
  C37H33CuF3N3O3SeTe